w.
A 10-piece molecular cluster, H18NO12 overall. Source: the Open Molecules 2025 dataset; level of theory: ωB97M-V with the def2-TZVPD basis set.

- spin multiplicity = 1
- total charge = -1
- HOMO-LUMO gap (Eh) = 0.34810

Atoms and positions in Å:
1 O 36.00 -0.69 3.56
2 O 35.53 -2.01 0.84
3 O 32.64 -0.61 6.94
4 O 34.69 0.87 1.50
5 O 32.42 0.19 3.94
6 O 32.53 -2.45 4.62
7 O 35.41 1.59 5.34
8 O 34.07 -3.41 7.06
9 O 33.70 -3.96 1.45
10 O 34.76 -5.14 4.51
11 O 35.00 -1.37 5.23
12 O 35.40 -2.71 3.67
13 N 35.71 -1.64 4.31
14 H 32.96 -3.37 1.27
15 H 34.93 -4.19 4.25
16 H 32.79 -0.41 7.92
17 H 36.38 -2.24 0.49
18 H 33.96 -3.37 8.01
19 H 34.53 -2.66 6.74
20 H 35.64 -1.65 1.74
21 H 35.45 1.41 1.23
22 H 35.43 0.71 4.88
23 H 35.40 2.18 4.63
24 H 34.96 0.46 2.27
25 H 32.36 -3.35 4.89
26 H 34.37 -3.32 1.69
27 H 34.11 -5.08 5.23
28 H 33.53 -0.74 6.55
29 H 33.47 -2.41 4.61
30 H 32.43 -0.63 4.44
31 H 32.47 0.96 4.53

Atom charges from the natural (NBO) analysis, given in e for atoms 1 to 4: -0.546, -0.967, -0.946, -0.928

---

x.
A 10-piece molecular cluster, H18NO12 overall. Source: the Open Molecules 2025 dataset; level of theory: ωB97M-V with the def2-TZVPD basis set.

- spin multiplicity = 1
- total charge = -1
- HOMO-LUMO gap (Eh) = 0.34733

Atoms and positions in Å:
1 O -2.99 -13.00 22.03
2 O -3.35 -8.61 17.75
3 O -1.88 -13.89 16.51
4 O -4.45 -14.09 17.64
5 O -4.33 -11.96 17.69
6 O -4.26 -15.80 20.59
7 O -4.18 -13.07 19.51
8 O -7.39 -13.28 16.98
9 O -6.62 -15.67 18.61
10 O -5.52 -15.56 14.68
11 O -6.01 -9.69 18.77
12 O -3.21 -11.15 14.97
13 N -4.31 -13.03 18.29
14 H -6.74 -14.88 18.08
15 H -5.89 -15.46 19.20
16 H -3.37 -13.72 22.54
17 H -2.69 -14.08 16.98
18 H -5.19 -9.32 19.09
19 H -2.67 -8.56 18.43
20 H -4.47 -15.28 21.36
21 H -4.71 -15.50 15.19
22 H -3.73 -15.22 20.05
23 H -3.53 -12.96 21.24
24 H -3.03 -10.29 14.58
25 H -6.85 -12.56 16.65
26 H -3.62 -10.95 15.81
27 H -5.80 -10.61 18.58
28 H -8.22 -13.19 16.52
29 H -3.43 -9.55 17.58
30 H -5.76 -14.64 14.51
31 H -2.16 -13.37 15.76

Atom charges from the natural (NBO) analysis, given in e for atoms 1 to 4: -0.954, -0.949, -0.973, -0.547

---

The least stable of the structures above is w, whereas x is the most stable.